No. 1
C6H9N in the gas phase in a non-equilibrium geometry, computed with ωB97M-V with the def2-TZVPD basis set.

XYZ file:
```
16
Properties=species:S:1:pos:R:3:lowdin_charge:R:1
C -1.6160 -0.7776 -0.7513 -0.06
C -0.3584 0.0263 -0.9854 -0.25
C 0.9956 0.0998 -0.3080 -0.24
C 1.6268 -0.5743 0.8950 -0.06
C -0.0161 1.2145 -0.1088 -0.21
C -0.6567 1.1983 1.1889 -0.21
N -1.1700 1.1002 2.2231 0.16
H -1.6698 -1.6346 -1.4284 0.08
H -1.7389 -1.1218 0.2765 0.08
H -2.4671 -0.1244 -0.9820 0.09
H -0.2408 0.2660 -2.0404 0.13
H 1.7371 0.3066 -1.0672 0.13
H 0.9098 -1.0294 1.5804 0.08
H 2.3507 -1.3286 0.5729 0.07
H 2.1895 0.1766 1.4699 0.09
H 0.1242 2.2025 -0.5352 0.14
```

- DFT total energy: -7856.8570 eV
- Maximum force: 1.14 eV Å⁻¹
- M: 95.1 g mol⁻¹
- Multiplicity: 1
- SMILES: C[C@@H]1[C@H](C)[C@@H]1C#N
- Highest occupied orbital energy: -10.42 eV

No. 2
A molecular structure, C33H40N6ReS4SbSe in a non-equilibrium geometry, computed with ωB97M-V with the def2-TZVPD basis set.

XYZ file:
```
86
Properties=species:S:1:pos:R:3:lowdin_charge:R:1
Re 2.6255 1.0190 1.3702 0.92
C 2.4678 2.7987 3.6827 -0.15
N 2.6011 3.0450 2.2409 -0.28
C 3.9021 3.5779 1.8120 -0.12
C 4.2643 3.1386 0.4054 -0.24
C 5.0040 3.9452 -0.4414 0.00
C 5.4156 3.4537 -1.6727 -0.02
C 5.0511 2.1654 -2.0283 -0.02
C 4.2863 1.4294 -1.1458 -0.15
N 3.9008 1.8945 0.0411 -0.11
C 1.4671 3.8409 1.7499 -0.08
C 0.8756 3.2849 0.4796 -0.23
C 0.0427 4.0692 -0.3030 0.00
C -0.4683 3.5499 -1.4801 -0.02
C -0.1060 2.2604 -1.8433 -0.02
C 0.6971 1.5299 -0.9897 -0.14
N 1.1647 2.0165 0.1625 -0.04
C 1.4668 1.6837 3.9254 -0.25
C 0.7413 1.6005 5.0993 0.00
C -0.0738 0.5009 5.3299 -0.02
C -0.1447 -0.4819 4.3555 -0.01
C 0.5973 -0.3298 3.2013 -0.10
N 1.3882 0.7217 2.9818 -0.11
H 2.1972 3.7067 4.2380 0.14
H 3.4307 2.4386 4.0664 0.09
H 4.6680 3.1451 2.4680 0.11
H 3.9511 4.6717 1.8969 0.14
H 5.2633 4.9450 -0.1312 0.12
H 6.0096 4.0659 -2.3318 0.12
H 5.3583 1.7286 -2.9638 0.12
H 3.9807 0.4173 -1.3747 0.04
H 1.7621 4.8874 1.5878 0.14
H 0.6763 3.8360 2.5101 0.15
H -0.1906 5.0757 0.0098 0.12
H -1.1181 4.1429 -2.1022 0.12
H -0.4312 1.8363 -2.7804 0.11
H 0.9855 0.5118 -1.2082 0.01
H 0.8284 2.3794 5.8392 0.12
H -0.6238 0.4136 6.2535 0.12
H -0.7492 -1.3628 4.4880 0.11
H 0.5987 -1.0767 2.4156 0.03
S 4.9092 -1.4928 3.0431 -0.07
Sb 4.4409 -2.5936 0.7237 0.39
S 2.4444 -1.0637 0.3567 -0.12
S 4.4699 0.4183 2.8076 0.11
S 6.0021 -1.4820 -0.5169 -0.26
C -0.3883 -2.0395 -6.0561 -0.11
C 0.1896 -2.3088 -4.6730 -0.26
C -0.8817 -2.5913 -3.6223 -0.20
C -1.6586 -1.3316 -3.2431 -0.16
N -2.5356 -1.5230 -2.1116 -0.02
C -2.1236 -1.5833 -0.8259 -0.63
Se -0.3904 -1.6544 -0.2537 0.72
N -3.2018 -1.5887 -0.0129 -0.03
C -3.1534 -1.6265 1.4232 -0.17
C -3.5752 -2.9834 1.9902 -0.17
C -2.6099 -4.1129 1.6232 -0.25
C -1.3211 -4.0802 2.4359 -0.11
C -4.3388 -1.5447 -0.7862 -0.14
C -5.6822 -1.4897 -0.4476 0.00
C -6.5914 -1.4379 -1.4885 -0.08
C -6.1767 -1.4521 -2.8183 -0.08
C -4.8375 -1.4806 -3.1610 0.00
C -3.9156 -1.5160 -2.1274 -0.13
H 0.4137 -1.8572 -6.7667 0.07
H -1.0380 -1.1675 -6.0529 0.06
H -0.9629 -2.8981 -6.3974 0.08
H 0.8034 -1.4630 -4.3535 0.11
H 0.8434 -3.1785 -4.7273 0.11
H -0.3966 -2.9728 -2.7226 0.06
H -1.5720 -3.3534 -3.9863 0.12
H -2.2744 -0.9815 -4.0723 0.12
H -0.9410 -0.5435 -2.9843 0.10
H -3.8071 -0.8405 1.8082 0.13
H -2.1255 -1.3974 1.7120 0.06
H -4.5726 -3.2276 1.6185 0.10
H -3.6375 -2.8900 3.0773 0.12
H -2.3668 -4.0638 0.5580 0.10
H -3.1170 -5.0644 1.7916 0.11
H -0.7681 -3.1598 2.2549 0.01
H -0.6791 -4.9110 2.1531 0.08
H -1.5404 -4.1570 3.4993 0.07
H -6.0034 -1.4762 0.5828 0.11
H -7.6471 -1.3945 -1.2703 0.11
H -6.9169 -1.4301 -3.6027 0.11
H -4.5280 -1.4883 -4.1923 0.11
```

- DFT total energy: -161163.7216 eV
- Maximum force: 4.00 eV Å⁻¹
- M: 1035.9 g mol⁻¹
- Expectation value of S²: 0.768
- Multiplicity: 2
- Net charge: +1
- Highest occupied orbital energy (spin up / spin down): -9.12 / -9.06 eV

No. 3
C21H25N3O7S in the gas phase, computed with ωB97M-V with the def2-TZVPD basis set.

XYZ file:
```
57
Properties=species:S:1:pos:R:3:lowdin_charge:R:1
C -2.0790 0.6162 4.4259 -0.05
C -1.5070 -0.1947 3.2738 -0.19
O -1.0668 0.6619 2.2114 0.03
C 0.1470 1.1663 2.2908 -0.45
O 0.9469 0.9427 3.1695 0.12
C 0.4375 2.1313 1.1416 -0.14
N 1.6400 1.7541 0.4404 0.13
C 1.6324 1.1391 -0.7542 -0.45
O 0.5932 0.8531 -1.3273 0.05
C 3.0151 0.8403 -1.3072 -0.08
C 3.0460 0.7089 -2.8372 -0.08
C 2.7603 -0.7091 -3.3283 -0.46
O 3.6066 -1.3827 -3.8730 0.07
N 1.4809 -1.0937 -3.0806 0.14
C 0.8556 -2.2948 -3.3827 -0.20
C -0.4555 -2.4668 -2.9254 0.00
C -1.1391 -3.6334 -3.2000 -0.06
C -0.5172 -4.6250 -3.9339 -0.31
S -1.3850 -6.1395 -4.2536 0.62
N -0.8621 -7.0850 -2.9522 -0.06
O -2.7970 -5.9367 -4.0951 -0.31
O -0.8937 -6.7433 -5.4589 -0.30
C 0.7746 -4.4715 -4.3959 -0.05
C 1.4688 -3.3078 -4.1230 0.01
C 0.6579 3.5243 1.8030 -0.28
O 1.8762 3.5145 2.4912 -0.01
C -0.5464 3.8565 2.6620 -0.17
C -0.4337 3.9984 4.0372 -0.03
C -1.5540 4.2625 4.8075 -0.08
C -2.7955 4.3854 4.2105 -0.09
C -2.9118 4.2583 2.8356 -0.08
C -1.7943 3.9977 2.0651 -0.03
H -2.4783 -0.0567 5.1789 0.08
H -2.8733 1.2674 4.0696 0.08
H -1.3031 1.2302 4.8764 0.07
H -0.6607 -0.8002 3.6125 0.12
H -2.2679 -0.8329 2.8219 0.13
H -0.3966 2.1260 0.4377 0.15
H 2.5037 2.0033 0.9035 0.15
H 3.6939 1.6365 -0.9971 0.12
H 3.3657 -0.0888 -0.8491 0.14
H 4.0385 0.9754 -3.2010 0.12
H 2.3164 1.3909 -3.2781 0.13
H 0.9106 -0.4217 -2.5590 0.10
H -0.9234 -1.6753 -2.3584 0.12
H -2.1535 -3.7895 -2.8701 0.11
H -1.6383 -7.3958 -2.3908 0.06
H -0.3049 -7.8633 -3.2653 0.06
H 1.2168 -5.2633 -4.9786 0.12
H 2.4774 -3.1703 -4.4756 0.10
H 0.7707 4.2773 1.0134 0.17
H 1.8593 2.7727 3.1194 0.09
H 0.5343 3.9184 4.5089 0.12
H -1.4531 4.3732 5.8768 0.11
H -3.6689 4.5879 4.8120 0.10
H -3.8764 4.3631 2.3621 0.11
H -1.8901 3.9080 0.9932 0.12
```

- DFT total energy: -51822.5484 eV
- Maximum force: 0.79 eV Å⁻¹
- M: 463.5 g mol⁻¹
- Multiplicity: 1
- SMILES: CCOC(=O)[C@H](NC(=O)CCC(=O)Nc1ccc(S(N)(=O)=O)cc1)[C@H](O)c1ccccc1
- Highest occupied orbital energy: -8.63 eV

No. 4
C3H3BrO2 in the gas phase in a non-equilibrium geometry, computed with ωB97M-V with the def2-TZVPD basis set.

XYZ file:
```
9
Properties=species:S:1:pos:R:3:lowdin_charge:R:1
C -0.6954 1.5555 -0.5713 0.05
C -0.5902 0.2649 -0.3141 -0.21
O 0.6588 -0.2523 -0.0937 -0.11
C 0.8343 -1.4631 0.6616 -0.89
O -0.0157 -2.1896 1.0278 0.08
Br 2.6787 -1.6774 0.9292 0.83
H -1.6387 2.0151 -0.7884 0.06
H 0.1832 2.1800 -0.5775 0.07
H -1.4149 -0.4332 -0.2735 0.12
```

- DFT total energy: -77296.1168 eV
- Maximum force: 2.83 eV Å⁻¹
- M: 151.0 g mol⁻¹
- Multiplicity: 1
- SMILES: C=COC(=O)Br
- Highest occupied orbital energy: -9.88 eV

No. 5
A molecular structure, C41H46AsCsIN8S in a non-equilibrium geometry, computed with ωB97M-V with the def2-TZVPD basis set.

XYZ file:
```
99
Properties=species:S:1:pos:R:3:lowdin_charge:R:1
Cs 0.8459 1.4432 -2.2096 0.52
C -0.7006 2.8310 1.4527 -0.05
N -2.1006 3.2271 1.5294 -0.15
C -2.6119 3.3551 2.8845 -0.05
C -2.9353 2.7695 0.5357 -0.37
N -2.4948 1.9358 -0.3281 0.17
C -2.9705 1.8192 -1.6204 -0.25
C -3.1240 2.9730 -2.3802 -0.04
C -3.5325 2.9303 -3.7144 -0.08
C -3.7781 1.7286 -4.3214 -0.06
C -3.5721 0.5201 -3.6188 -0.17
C -3.7756 -0.7129 -4.2809 -0.06
C -3.5319 -1.8953 -3.6385 -0.09
C -3.1102 -1.8946 -2.3059 -0.05
C -2.9431 -0.7147 -1.5938 -0.23
N -2.4623 -0.7812 -0.2985 0.18
C -2.9582 -1.5003 0.6313 -0.36
N -4.2804 -1.9536 0.7501 -0.16
C -5.3504 -1.3266 0.0072 -0.06
C -4.5129 -3.3577 1.0314 -0.07
N -2.1645 -1.8826 1.7038 -0.16
C -0.7313 -1.6918 1.5588 -0.05
C -2.6480 -1.5915 3.0441 -0.06
C -3.1491 0.5427 -2.2537 -0.05
N -4.2462 3.2797 0.6268 -0.17
C -4.4286 4.7157 0.5354 -0.08
C -5.3442 2.5064 0.0899 -0.06
H -0.1255 3.4323 2.1542 0.09
H -0.3069 3.0052 0.4543 0.03
H -0.5635 1.7719 1.6895 0.08
H -1.9233 3.9692 3.4635 0.09
H -2.6968 2.3772 3.3774 0.09
H -3.5886 3.8279 2.8910 0.07
H -2.9012 3.9235 -1.9118 0.11
H -3.6587 3.8548 -4.2648 0.10
H -4.1192 1.6824 -5.3482 0.10
H -4.1191 -0.6992 -5.3081 0.10
H -3.6658 -2.8364 -4.1586 0.10
H -2.8967 -2.8293 -1.7997 0.11
H -5.0999 -0.2903 -0.2018 0.06
H -6.2586 -1.3502 0.6171 0.09
H -5.5591 -1.8241 -0.9462 0.09
H -3.6450 -3.7868 1.5229 0.09
H -4.7082 -3.9164 0.1054 0.08
H -5.3852 -3.4690 1.6820 0.08
H -0.4299 -1.9023 0.5379 0.05
H -0.2176 -2.3765 2.2355 0.09
H -0.4218 -0.6670 1.7860 0.09
H -3.7303 -1.6806 3.0819 0.08
H -2.3661 -0.5751 3.3501 0.08
H -2.2091 -2.2945 3.7544 0.09
H -3.5047 5.2246 0.8015 0.09
H -5.2228 5.0379 1.2163 0.08
H -4.7135 5.0155 -0.4818 0.08
H -5.1383 1.4476 0.2319 0.06
H -5.5339 2.6867 -0.9741 0.09
H -6.2488 2.7586 0.6504 0.09
S 2.7575 3.0046 -0.5110 -0.43
C 8.0750 1.8603 -1.8205 -0.13
C 7.6367 2.1561 -0.5370 -0.10
C 6.3266 1.8893 -0.1656 -0.10
C 5.4287 1.3118 -1.0592 -0.40
C 5.8783 1.0388 -2.3502 -0.13
C 7.1840 1.3059 -2.7303 -0.11
As 3.6155 0.7961 -0.5078 0.74
C 3.8796 0.6338 1.4277 -0.34
C 3.5693 1.6410 2.3321 -0.15
C 3.8247 1.4838 3.6875 -0.11
C 4.4072 0.3091 4.1498 -0.12
C 4.7164 -0.7067 3.2604 -0.05
C 4.4551 -0.5621 1.8972 -0.20
C 4.7329 -1.5914 0.8844 -0.23
C 5.1527 -2.8960 1.1559 -0.06
C 5.3489 -3.7878 0.1128 -0.13
C 5.0992 -3.3891 -1.1981 -0.12
C 4.6492 -2.1008 -1.4538 -0.14
C 4.4894 -1.1764 -0.4301 -0.27
H 9.1008 2.0572 -2.1105 0.08
H 8.3259 2.5880 0.1802 0.09
H 5.9915 2.1378 0.8346 0.10
H 5.1931 0.5992 -3.0681 0.09
H 7.5172 1.0718 -3.7356 0.09
H 3.1312 2.5551 1.9424 0.00
H 3.5849 2.2788 4.3850 0.09
H 4.6278 0.1877 5.2049 0.09
H 5.1827 -1.6117 3.6338 0.09
H 5.3208 -3.2330 2.1751 0.09
H 5.6835 -4.7987 0.3160 0.08
H 5.2591 -4.0892 -2.0135 0.08
H 4.4237 -1.8085 -2.4804 0.08
I 1.8093 -6.1311 1.2740 0.81
C 1.2844 -4.5788 0.0018 -0.76
C 0.5960 -4.6941 -1.1793 -0.16
N 0.4707 -3.4325 -1.6450 -0.01
N 1.0312 -2.5214 -0.8405 0.05
C 1.5390 -3.2041 0.1662 -0.23
H 0.2058 -5.5537 -1.6966 0.11
H -0.0052 -3.1252 -2.4734 0.14
H 2.0695 -2.7058 0.9595 0.12
```

- DFT total energy: -135506.0350 eV
- Maximum force: 1.00 eV Å⁻¹
- M: 1017.7 g mol⁻¹
- Multiplicity: 1
- Net charge: -1
- Highest occupied orbital energy: -2.03 eV

No. 6
A molecular structure, C11H23Br10Na3O in a non-equilibrium geometry, computed with ωB97M-V with the def2-TZVPD basis set.

XYZ file:
```
48
Properties=species:S:1:pos:R:3:lowdin_charge:R:1
Na 4.5437 2.5715 4.0342 0.89
Na 6.3036 -1.2175 -0.4234 0.90
Na 4.5140 -2.5873 4.2782 0.79
C 0.9761 -0.5590 0.7188 -0.39
O 2.2424 -0.4043 1.1974 -0.41
H 0.7941 0.1024 -0.1282 0.06
H 0.7533 -1.5441 0.3091 0.05
H 0.1502 -0.3945 1.4108 0.05
Br 3.4422 6.3834 -0.0953 0.47
C 3.0867 6.9266 -2.0492 -0.58
C 1.6434 6.4929 -2.4760 -0.63
Br 1.4282 6.2385 -4.4741 0.56
H 3.9194 6.4792 -2.5920 0.04
H 3.1498 8.0111 -2.1377 0.06
H 1.0994 7.3459 -2.0703 0.06
H 1.2726 5.5859 -1.9986 0.04
Br -3.4020 -0.1565 7.0907 0.54
C -2.3829 1.5942 6.8771 -0.66
C -0.8386 1.4590 6.9310 -0.66
Br -0.1852 3.3004 6.7044 0.60
H -2.6868 2.2149 7.7200 0.04
H -2.7256 2.0920 5.9699 0.05
H -0.4044 0.8232 6.1595 0.05
H -0.6112 1.0583 7.9188 0.06
Br 3.4474 0.0940 -5.1026 0.50
C 2.1008 0.1392 -6.6058 -0.70
C 0.7618 -0.1367 -6.0741 -0.68
Br -0.3177 -0.0478 -7.7249 0.66
H 2.5202 -0.6363 -7.2467 0.05
H 2.1271 1.1218 -7.0768 0.06
H 0.4704 0.5378 -5.2690 0.07
H 0.6948 -1.1609 -5.7072 0.06
Br 2.2495 -6.3659 0.8846 0.49
C 0.6442 -7.1180 1.8450 -0.64
C -0.5080 -7.6211 0.8715 -0.61
Br 0.2591 -9.0716 -0.2774 0.57
H 0.3040 -6.3733 2.5646 0.04
H 0.9532 -7.8838 2.5564 0.05
H -0.8589 -6.7927 0.2561 0.05
H -1.4044 -7.9056 1.4226 0.06
Br -3.9811 -2.1248 -2.2029 0.58
C -5.1145 -1.0613 -0.9827 -0.67
C -4.7927 0.4583 -1.0594 -0.66
Br -6.0287 1.7164 -0.1044 0.56
H -5.0423 -1.5487 -0.0105 0.05
H -6.1366 -1.3961 -1.1599 0.05
H -4.6288 0.8512 -2.0628 0.05
H -3.8013 0.5095 -0.6092 0.04
```

- DFT total energy: -727482.9173 eV
- Maximum force: 2.02 eV Å⁻¹
- M: 1039.3 g mol⁻¹
- Multiplicity: 1
- Net charge: +2
- Highest occupied orbital energy: -11.31 eV